Entry 1:
DFT (the ωB97M-V functional and the def2-TZVPD basis) results for a 4-piece molecular cluster, C37H58BF5N8O15P2S overall in a non-equilibrium geometry.

Structure (XYZ):
```
127
Properties=species:S:1:pos:R:3:mulliken_charge:R:1
H 6.85 0.08 -1.00 0.312
H 2.77 4.27 -6.42 0.399
H 1.13 9.10 5.28 0.375
O 0.96 -2.98 -2.06 -0.518
O 0.61 -0.73 0.39 -0.382
C -1.16 -5.99 -3.65 -0.582
C 0.41 1.08 2.21 -0.993
H 3.08 -0.84 -3.84 0.135
C -1.46 -0.58 1.55 -2.229
C 2.92 2.13 -6.53 -0.565
H -3.02 -2.94 0.76 0.411
H -1.85 -1.10 0.59 0.163
H -2.77 2.67 0.49 0.167
P -4.85 0.88 3.15 0.108
N -0.67 -3.20 1.90 -0.567
O 4.47 -0.21 4.06 -0.644
H 0.56 -1.83 -3.72 0.393
C -2.60 -4.58 -4.98 -0.603
H -5.70 0.31 4.18 0.073
O 3.26 0.90 6.03 -0.465
C 0.83 0.94 -6.64 0.048
C 2.77 -1.89 -3.51 -0.656
H 3.28 0.45 0.55 -1.158
H 5.70 2.03 -1.56 0.334
C 0.83 3.34 -6.50 -0.479
C -5.94 -4.82 4.07 0.503
C 1.60 -0.40 -0.58 0.294
F -4.86 -5.11 4.89 -0.236
C 2.68 1.65 3.28 -0.519
O -3.33 -4.90 -0.34 -0.528
C -2.96 -4.79 -2.61 0.016
C 0.54 7.05 5.51 -0.447
H 2.04 2.45 3.79 0.457
H -1.59 -6.09 -1.56 0.443
N 3.79 -2.61 -2.72 -0.584
H 0.39 3.17 -0.71 0.340
C -4.05 -2.80 1.23 -0.013
H -0.15 -0.43 -1.97 -0.095
C -4.18 -3.65 2.57 -1.079
O -4.66 -3.67 -1.54 -0.629
O 1.77 7.65 0.78 -0.600
O 0.73 -1.36 -6.78 -0.601
O -0.64 -1.61 3.85 -0.842
C 5.03 1.47 -0.82 -0.995
H 3.14 2.16 2.36 0.139
C -3.33 -4.25 -3.84 -0.273
H 5.22 0.15 1.46 0.010
H -5.51 -1.10 1.50 0.779
C 3.58 1.17 -1.49 -0.217
N 1.36 6.66 1.37 1.037
O -1.13 -0.26 -6.81 -0.628
C 2.22 3.33 -6.48 -0.432
H 4.00 2.12 -6.51 0.408
H 0.03 -3.15 1.13 0.182
C 1.09 6.79 2.81 -0.253
C 0.13 2.15 -6.58 -0.383
C 2.22 0.93 -6.61 -0.145
S 3.96 1.14 4.52 1.222
H -0.19 -3.72 2.66 0.158
H 1.25 0.49 -2.69 0.558
H 1.66 -3.16 -1.40 0.439
F -7.13 -4.69 4.79 -0.237
C 1.28 8.02 3.43 -0.384
H 3.73 0.24 -2.12 -0.267
H 1.63 8.89 2.88 0.442
N -3.71 -4.43 -1.41 1.121
O 0.01 2.41 -1.20 -0.382
C 1.00 -0.43 -2.09 -0.635
H 3.76 -2.39 -1.72 0.196
O -2.45 0.21 2.19 0.151
H 0.30 4.28 -6.46 0.397
P -1.02 1.56 -0.15 0.210
H -0.98 -0.74 4.11 0.356
C 0.65 5.69 3.52 -0.111
H 0.32 7.15 6.56 0.372
H -4.17 -3.57 -3.93 0.456
H 3.87 0.24 6.44 0.384
H 4.93 2.00 0.18 0.430
N -4.10 2.22 3.64 -0.707
H 3.53 -3.61 -2.81 0.371
C -5.59 -3.47 3.28 0.939
C -1.88 -5.67 -2.51 -0.128
H -4.79 -3.24 0.48 0.702
C -4.39 -1.25 1.38 -1.911
C 1.31 -1.81 -2.85 0.031
H -3.39 -3.34 3.31 0.036
H -3.53 -1.17 3.48 0.316
H -2.04 1.05 -2.01 0.354
C -3.63 -0.49 2.55 0.672
O 5.09 2.12 4.60 -0.613
H 2.31 -1.31 -0.59 0.034
H 2.09 1.75 0.15 -0.216
N -1.76 2.71 0.70 -0.766
H 0.74 2.11 1.80 0.045
N 0.09 -0.32 -6.75 1.093
C -0.19 0.28 0.97 1.588
C 5.78 0.06 -0.58 0.186
H 2.65 -2.48 -4.49 0.346
H -0.96 2.17 -6.60 0.473
H 2.25 -0.33 2.26 0.201
F -6.63 -3.14 2.39 -0.310
H 5.26 -0.81 -1.09 -0.141
H 0.51 4.72 3.04 0.705
C 1.70 0.44 2.89 -0.789
H -4.45 2.95 2.99 0.223
H -0.95 -5.70 -5.77 0.408
H -5.66 1.18 2.00 0.109
H 5.78 -1.32 0.93 0.287
H -3.97 -4.75 2.31 0.469
C 1.00 8.15 4.78 -0.436
H 0.02 4.96 5.45 0.420
H -0.33 1.32 3.04 0.600
C 2.58 0.82 -0.28 1.654
H -2.88 -4.16 -5.94 0.411
O 1.16 5.58 0.86 -0.622
H 3.24 2.07 -2.10 0.442
N 5.92 -0.30 0.87 -0.579
F -5.55 -2.43 4.24 -0.312
C 0.37 5.82 4.88 -0.537
H 1.41 -0.06 3.87 0.931
H -0.32 -6.67 -3.59 0.406
O -2.26 0.80 -1.08 -0.428
C -1.52 -5.45 -4.88 -0.457
H -4.09 -0.74 0.40 0.195
B -0.92 -1.85 2.46 1.050
H 2.77 0.00 -6.65 0.422
F -6.05 -5.87 3.14 -0.227
```

## Properties
Structure (SMILES): N=[PH2][C@@H](CCCC(F)(F)C(F)(F)F)O[C@H](B(N)O)[C@@](CCCS(=O)(=O)O)(O[C@H](CCCCN)C[C@H](O)CN)P(=N)(O)O.O=[N+]([O-])c1ccccc1.O=[N+]([O-])c1ccccc1.O=[N+]([O-])c1ccccc1
Gap between HOMO and LUMO: 7.091 eV
HOMO energy: -0.295 Eh

=====

Entry 2:
DFT (the ωB97M-V functional and the def2-TZVPD basis) results for a 4-piece molecular cluster, C37H58BN4O13PS4 overall in a non-equilibrium geometry.

Structure (XYZ):
```
118
Properties=species:S:1:pos:R:3:mulliken_charge:R:1
H 0.21 -0.92 1.22 0.301
H 0.04 -2.42 2.25 0.264
C 2.02 -1.45 2.48 0.448
C 4.51 -1.72 3.48 -0.608
H 2.07 2.46 -6.86 0.316
H 0.83 0.33 3.52 0.265
C -1.58 -1.61 -2.50 0.051
O 6.67 3.50 1.75 -0.716
N -3.65 -0.91 -3.41 0.381
C -7.17 0.84 0.25 0.332
C 6.88 1.95 -0.37 -0.841
H -6.73 2.64 -0.54 0.329
C -3.67 -2.39 -3.60 -0.020
C -0.85 -5.41 0.17 -1.341
O -1.71 0.28 -4.29 -0.571
H 4.54 4.88 8.56 0.354
H 2.03 0.62 -0.57 0.107
H 4.31 3.97 0.64 0.376
H -4.36 -4.76 0.56 -0.061
C 0.77 -1.85 1.55 -0.239
H -1.27 -6.35 -0.35 0.539
H 0.60 2.47 -7.84 0.371
C -1.10 -4.08 -0.74 0.269
H 0.29 -5.57 0.24 0.534
H -7.68 -0.76 -2.42 0.415
H 6.85 3.70 7.24 0.346
H -3.21 -6.15 -1.06 0.239
C 4.76 2.84 -1.17 -0.389
H -8.05 1.52 -2.13 0.322
N -6.48 -0.32 0.87 -0.544
H 7.50 2.80 -0.65 0.363
B 0.63 -0.28 -1.57 0.840
C -4.93 -4.85 -1.58 -0.971
C 4.30 -0.53 4.48 -0.169
H 5.49 -2.29 3.47 0.303
H 7.16 2.02 7.67 0.327
C -6.14 -0.47 -4.01 -0.843
C 4.51 2.95 0.33 -0.573
C -2.36 -4.09 -1.69 0.203
C -5.07 -4.16 -0.12 0.152
C -4.59 -0.11 -4.25 -0.597
H 1.82 2.98 -4.25 0.229
C -0.34 -1.57 -1.57 0.340
O -0.27 -5.32 3.05 -0.508
N -8.41 1.15 0.62 -0.674
H -3.35 -5.80 -2.86 0.384
H -0.80 2.71 -5.83 0.337
O -2.40 -6.55 2.14 -0.712
H -6.44 -1.52 -4.34 0.416
O 2.74 2.64 6.74 -0.737
H 2.81 1.10 5.17 0.146
C 5.59 2.99 8.84 -0.650
C 5.35 2.33 6.51 -0.302
C 4.35 3.81 8.49 -0.670
C 1.82 -0.25 3.47 -0.591
H -4.48 0.99 -3.92 0.294
O 0.10 0.97 -2.10 -0.460
H 3.59 -3.06 1.82 0.254
H 0.09 1.67 -1.41 0.252
H 3.69 2.30 0.65 0.200
H -4.81 -3.04 -0.15 0.215
H 5.29 2.02 9.26 0.298
H -7.03 -1.14 0.58 0.263
O -2.59 -3.94 2.15 -0.450
H 5.17 3.78 -1.55 0.352
H -5.31 -4.17 -2.42 0.202
H -4.31 -0.13 -5.36 0.341
C 1.06 2.87 -6.93 -0.747
S 3.96 3.42 6.79 1.223
S 1.02 4.95 -5.28 1.203
H 6.19 3.50 9.60 0.346
H -6.92 -3.33 1.49 0.130
H -6.74 0.25 -4.69 0.363
H -6.48 2.05 -2.92 0.403
O 1.97 -0.25 -1.05 -0.383
H -3.36 -4.27 2.68 0.300
C -2.56 -2.82 -2.55 0.285
C 2.93 0.21 4.45 -0.069
H 1.31 -3.89 0.82 0.461
C 1.13 -2.86 0.36 -0.893
H -5.99 -0.73 -1.71 -0.301
H 0.28 4.82 -7.52 0.352
C -0.12 -2.85 -0.67 -0.055
H -8.72 1.99 0.10 0.257
H 3.83 2.65 -1.71 0.122
H 5.30 0.75 -1.21 0.161
C 5.77 1.71 -1.39 -0.460
H 0.17 3.39 -3.69 0.324
C -6.91 1.32 -2.15 -0.594
O 4.14 4.61 5.99 -0.678
C 0.26 2.48 -5.68 -0.446
C -6.65 -0.23 -2.51 0.015
C 3.38 -2.17 2.50 -0.380
H 7.50 1.07 -0.20 0.434
C -2.21 -0.57 -3.53 -0.178
O 5.71 1.16 1.85 -0.467
H 3.50 3.54 9.12 0.353
H 5.01 1.31 6.69 0.075
H -5.63 -5.77 -1.58 0.594
O 2.30 5.49 -4.87 -0.680
H -0.21 -4.41 3.44 0.361
S 6.01 2.38 1.13 1.099
P -1.55 -5.27 1.91 0.878
C 1.13 4.40 -6.97 -0.677
O -0.21 5.68 -5.10 -0.678
O -4.37 -3.03 -4.41 -0.614
H 6.16 1.71 -2.41 0.395
C 0.83 3.33 -4.55 -0.438
H -5.55 -0.42 0.41 0.331
H 5.13 -0.23 5.21 0.180
H 2.10 -2.58 -0.20 0.327
H 0.35 1.42 -5.46 0.149
C -3.38 -5.30 -1.81 -0.774
N -6.43 1.67 -0.75 -0.462
H 5.70 2.44 5.49 0.425
H 2.06 4.75 -7.41 0.383
C 6.37 2.77 7.55 -0.744
S -6.81 -4.37 0.58 -0.245
```

## Properties
Structure (SMILES): [H]/N=C(/N)NCCCCN1C(=O)c2c(CCCS)c(CP(=O)(O)O)c(CCc3ccccc3)c(B(O)O)c2C1=O.O=S1(=O)CCCC1.O=S1(=O)CCCC1.O=S1(=O)CCCC1
Gap between HOMO and LUMO: 7.567 eV
HOMO energy: -0.320 Eh